150
Properties=species:S:1:pos:R:3:forces:R:3 method="wB97M-V/def2-TZVPD" spin_multiplicity=1 homo_ev=-4.98 gap_ev=4.545 lumo_ev=-0.430 energy_ev=-162222.39294 charge=-1
C 5.1534 1.9606 0.8237 0.0 0.4 0.2
C 5.4465 3.1098 -0.1461 0.1 -0.3 -0.1
C 4.6167 3.0393 -1.4423 0.2 0.3 0.2
C 3.8877 4.3510 -1.7732 0.2 -0.4 -0.5
C 2.6715 4.1386 -2.6989 0.5 0.2 0.0
C 1.4150 4.8998 -2.2839 -0.1 -0.6 -0.2
C 1.0416 4.8090 -0.7985 -0.1 0.7 0.3
C -0.4469 4.5472 -0.5375 0.1 -0.4 0.0
C -0.9013 3.0719 -0.4161 0.0 0.1 -0.5
Ga 0.2181 1.6565 -1.3790 -0.1 0.3 0.0
C -0.4886 -0.2569 -1.1293 0.4 0.1 -0.1
C 0.3721 -1.2781 -1.9059 -0.3 0.5 0.0
C 0.7135 -0.8603 -3.3075 1.4 0.1 -0.6
N -0.3828 -0.5706 -4.2102 0.2 -0.2 0.3
O 1.8773 -0.8193 -3.7003 -1.3 -0.2 0.3
H 5.4450 2.2394 1.8392 0.1 -0.1 0.1
H 4.0864 1.7482 0.8382 -0.1 -0.1 0.0
H 5.7028 1.0569 0.5715 -0.1 -0.1 -0.2
H 5.2732 4.0601 0.3597 -0.1 0.1 0.0
H 6.5126 3.0928 -0.3843 0.1 0.1 0.0
H 3.8859 2.2344 -1.3781 0.0 0.0 0.1
H 5.2911 2.7967 -2.2650 -0.1 -0.1 -0.2
H 3.6008 4.8482 -0.8495 -0.1 0.0 0.1
H 4.6062 4.9927 -2.2900 0.0 0.3 0.2
H 2.9473 4.4669 -3.7042 0.0 -0.1 -0.1
H 2.4703 3.0715 -2.7786 -0.2 0.0 0.1
H 1.5160 5.9391 -2.6021 0.0 0.2 0.2
H 0.5868 4.4852 -2.8630 0.0 0.0 -0.1
H 1.6630 4.0928 -0.2641 0.0 -0.2 0.0
H 1.2569 5.7853 -0.3490 0.2 0.0 0.1
H -0.9847 5.0178 -1.3647 -0.2 0.1 0.1
H -0.7341 5.0623 0.3820 -0.1 0.2 0.0
H -1.0606 2.8338 0.6325 0.1 -0.1 0.1
H -1.8921 3.0267 -0.8838 -0.1 -0.2 0.1
H 1.7734 1.7202 -0.9298 -0.1 -0.2 0.2
H 0.1969 2.0445 -2.9557 0.0 -0.1 -0.1
H -0.3505 -0.4984 -0.0719 -0.2 0.0 0.1
H -1.5439 -0.3726 -1.3724 -0.1 0.1 -0.1
H 1.3193 -1.3854 -1.3843 0.1 -0.3 0.0
H -0.1392 -2.2462 -1.9859 0.1 -0.2 0.0
H -0.2496 -1.1837 -5.0103 0.0 -0.1 -0.1
H -0.1771 0.3559 -4.5759 -0.2 0.2 0.1
C -1.6384 -1.3668 -9.8974 0.1 0.0 0.0
C -1.6944 -0.4042 -8.9812 0.1 0.0 0.0
C -0.5627 -0.1611 -8.0516 0.0 -0.1 0.1
O -0.6210 0.7067 -7.2102 0.0 0.1 0.0
C 0.6307 -1.0342 -8.1804 0.1 0.0 0.0
C 0.6873 -1.9904 -9.1022 0.0 0.1 0.0
C -0.4402 -2.2301 -10.0324 0.0 -0.1 0.0
O -0.3932 -3.1123 -10.8675 0.0 0.0 0.0
H -2.4528 -1.5676 -10.5800 0.0 0.0 0.0
H -2.5575 0.2345 -8.8638 0.0 0.0 0.0
H 1.4345 -0.8552 -7.4761 0.0 0.0 0.0
H 1.5426 -2.6460 -9.2074 0.0 0.0 0.0
C -2.2134 0.1069 2.4779 -0.1 -0.1 -0.1
C -2.0927 -1.1380 2.9333 0.0 0.0 0.0
C -1.5091 -1.4095 4.2655 0.1 0.0 0.0
O -1.3948 -2.5432 4.6965 -0.1 -0.1 0.0
C -1.0568 -0.2531 5.0685 0.0 0.1 0.1
C -1.1798 0.9911 4.6208 0.0 0.0 0.1
C -1.7772 1.2711 3.2914 0.1 -0.1 -0.1
O -1.8986 2.4028 2.8845 -0.1 0.1 0.1
H -2.6220 0.3306 1.4995 0.0 0.0 0.0
H -2.3998 -2.0002 2.3556 0.0 0.0 0.0
H -0.6172 -0.4809 6.0324 0.0 0.0 0.0
H -0.8498 1.8503 5.1903 0.0 0.0 0.0
C 0.7003 -6.0495 8.6490 0.0 0.0 0.0
C 1.1982 -6.8626 7.7222 0.0 0.0 0.0
C 0.9895 -6.6011 6.2738 0.0 0.0 0.0
O 1.4456 -7.3475 5.4348 0.0 0.0 0.0
C 0.2064 -5.3975 5.9014 0.0 0.0 0.0
C -0.2925 -4.5835 6.8282 0.0 0.0 0.1
C -0.0843 -4.8452 8.2734 0.0 0.0 0.0
O -0.5357 -4.1053 9.1224 0.0 0.0 0.0
H 0.8393 -6.2203 9.7092 0.0 0.0 0.0
H 1.7734 -7.7456 7.9708 0.0 0.0 0.0
H 0.0646 -5.2204 4.8425 0.0 0.0 0.0
H -0.8626 -3.7012 6.5690 0.0 0.0 0.0
C 2.9249 -1.5116 5.2846 0.0 0.0 0.0
C 3.8271 -1.5439 6.2616 0.0 0.0 0.0
C 4.5178 -0.3081 6.7113 0.0 0.0 0.0
O 5.3474 -0.3409 7.5971 0.0 0.0 0.0
C 4.1595 0.9637 6.0377 0.0 0.0 0.1
C 3.2547 0.9964 5.0632 0.0 0.0 0.0
C 2.5686 -0.2368 4.6081 0.1 0.0 0.0
O 1.7506 -0.2074 3.7171 -0.1 -0.1 0.0
H 2.4106 -2.3986 4.9352 0.0 0.0 0.0
H 4.1040 -2.4601 6.7681 0.0 0.0 0.0
H 4.6740 1.8535 6.3741 0.0 0.0 0.0
H 2.9840 1.9125 4.5530 0.0 0.0 0.0
C -5.9098 4.0929 -3.7319 0.0 0.0 0.0
C -5.7843 2.8583 -3.2547 0.0 0.0 0.0
C -5.2368 2.6092 -1.8963 0.0 0.0 0.0
O -5.1384 1.4844 -1.4586 -0.1 0.0 0.0
C -4.8313 3.7920 -1.0966 0.1 0.0 0.1
C -4.9575 5.0268 -1.5748 0.0 0.0 0.0
C -5.5095 5.2754 -2.9279 0.0 0.0 0.0
O -5.6374 6.4002 -3.3643 0.0 0.0 0.0
H -6.3059 4.2981 -4.7183 0.0 0.0 0.0
H -6.0704 1.9824 -3.8227 0.0 0.0 0.0
H -4.4226 3.5881 -0.1149 0.0 0.0 0.0
H -4.6629 5.9011 -1.0090 0.0 0.0 0.0
C -1.1622 -5.4179 -6.3926 0.0 0.0 0.0
C -0.9688 -6.5787 -5.7739 0.0 0.0 0.0
C -0.1980 -6.6567 -4.5051 0.0 0.0 0.0
O -0.0256 -7.7178 -3.9451 0.0 0.0 0.0
C 0.3514 -5.3917 -3.9583 0.0 0.0 0.0
C 0.1642 -4.2321 -4.5827 0.1 0.0 0.1
C -0.6138 -4.1545 -5.8389 -0.1 0.0 0.0
O -0.8097 -3.0926 -6.3918 -0.1 0.1 -0.1
H -1.7235 -5.3348 -7.3153 0.0 0.0 0.0
H -1.3596 -7.5136 -6.1550 0.0 0.0 0.0
H 0.9101 -5.4693 -3.0344 0.0 0.0 0.0
H 0.5581 -3.2964 -4.2077 0.1 0.0 0.0
C 8.7594 4.6215 7.0118 0.0 0.0 0.0
C 7.5001 4.1970 6.9678 0.0 0.0 0.0
C 6.7624 4.1163 5.6828 0.0 0.0 -0.1
O 5.6137 3.7307 5.6404 0.0 0.1 0.0
C 7.4800 4.5220 4.4492 0.0 0.0 0.0
C 8.7397 4.9465 4.4941 0.0 0.0 0.0
C 9.4792 5.0300 5.7786 0.0 0.0 0.0
O 10.6270 5.4157 5.8215 0.0 0.0 0.0
H 9.3185 4.6890 7.9362 0.0 0.0 0.0
H 6.9567 3.8913 7.8529 0.0 0.0 0.0
H 6.9208 4.4513 3.5247 0.0 0.0 0.0
H 9.2832 5.2480 3.6080 0.0 0.0 0.0
C -6.2750 -2.4443 -9.8716 0.0 0.0 0.0
C -6.8847 -3.5053 -9.3514 0.0 0.0 0.0
C -6.5368 -4.0075 -7.9969 0.0 0.0 0.0
O -7.0925 -4.9769 -7.5282 0.0 0.0 0.0
C -5.4845 -3.2795 -7.2450 0.0 0.0 0.0
C -4.8739 -2.2176 -7.7640 0.0 0.0 0.0
C -5.2234 -1.7175 -9.1178 0.1 0.0 0.1
O -4.6616 -0.7527 -9.5907 -0.2 0.0 -0.1
H -6.5098 -2.0617 -10.8568 0.0 0.0 0.0
H -7.6545 -4.0519 -9.8809 0.0 0.0 0.0
H -5.2470 -3.6619 -6.2604 0.0 0.0 0.0
H -4.1008 -1.6746 -7.2338 0.0 0.0 0.0
C -4.7875 -0.6523 6.5721 0.0 0.0 0.0
C -5.4882 -1.7781 6.6758 0.0 0.0 0.0
C -5.4279 -2.6120 7.9026 0.0 0.0 0.0
O -6.0669 -3.6373 7.9988 0.0 0.0 0.0
C -4.5546 -2.1431 9.0079 0.0 0.0 0.0
C -3.8542 -1.0174 8.9047 0.0 0.0 0.0
C -3.9177 -0.1816 7.6796 0.1 -0.1 -0.1
O -3.2726 0.8384 7.5774 0.0 0.1 0.0
H -4.8120 -0.0302 5.6858 0.0 0.0 0.0
H -6.1275 -2.1407 5.8812 0.0 0.0 0.0
H -4.5214 -2.7699 9.8897 0.0 0.0 0.0
H -3.2067 -0.6602 9.6951 0.0 0.0 0.0